# 1
Below is a single C20H21N3O3 molecule at a distorted geometry, with properties calculated with ωB97M-V with the def2-TZVPD basis set.

E_HOMO   -0.314 Ha
HOMO-LUMO gap   8.9383 eV
Total charge   0
Relative energy (zero: lowest compared OMol25 entry of this formula, charge and spin)   178.8 kJ/mol
SMILES   N[C@@H](Cc1ccccc1)C(=O)N[C@@H](Cc1c[nH]c2ccccc12)C(=O)O
E_LUMO   0.4 eV

XYZ file:
```
47
Properties=species:S:1:pos:R:3:lowdin_charge:R:1
C -2.02 -3.97 3.81 -0.097
C 1.44 0.57 0.08 -0.221
C -0.45 1.82 -1.13 -0.207
C 1.24 -2.47 0.24 -0.324
H 1.68 -4.10 1.35 0.078
H 1.66 -2.11 -0.71 0.141
H -0.68 -1.42 -0.10 0.086
C -1.09 3.15 -2.89 -0.196
N -1.53 1.84 -3.11 0.087
H -0.62 0.68 0.69 0.112
O 2.60 2.14 -1.35 0.133
H 2.76 -3.81 0.12 0.103
O 2.32 -2.11 2.33 0.082
H -2.04 -5.85 2.84 0.092
C -1.13 1.05 -2.05 -0.032
H -1.82 -1.97 4.59 0.104
C -0.71 5.47 -3.13 -0.096
C 0.09 1.36 0.18 -0.071
H 0.88 4.32 -0.30 0.128
H -0.62 -3.05 -0.73 0.128
H -1.43 0.02 -1.98 0.121
N 1.72 -0.22 1.27 0.123
C 0.04 5.47 -1.95 -0.090
H -2.04 1.59 -3.94 0.150
C 2.59 1.51 -0.19 -0.489
C 0.22 4.32 -1.20 -0.022
H -1.88 4.36 -4.55 0.115
C -0.94 -2.92 1.41 -0.227
H -0.85 6.38 -3.71 0.104
H 0.16 2.23 0.84 0.129
C -1.64 -2.64 3.75 -0.072
N 1.74 -3.82 0.37 0.052
H 1.26 -0.08 -0.78 0.137
H -1.09 -4.92 0.67 0.106
C -0.41 3.15 -1.65 -0.159
C -0.31 -2.42 0.13 -0.097
C -1.81 -4.81 2.71 -0.069
H 0.47 6.41 -1.62 0.102
H 2.25 0.31 1.98 0.159
C -1.28 4.31 -3.63 -0.023
C 1.80 -1.60 1.37 -0.441
C -1.30 -4.27 1.52 -0.043
H -2.47 -4.40 4.68 0.092
C -1.14 -2.11 2.54 -0.032
H 1.74 2.00 -1.83 0.124
O 3.46 1.69 0.63 0.124
H -0.83 -1.08 2.44 0.097
```


# 2
Below is a molecular structure, C29H40B2F2HfN3O17S at a distorted geometry, with properties calculated with ωB97M-V with the def2-TZVPD basis set.

E_HOMO   -0.398 Ha
HOMO-LUMO gap   3.2975 eV
Total charge   +1
E_LUMO   -7.5 eV

XYZ file:
```
95
Properties=species:S:1:pos:R:3:lowdin_charge:R:1
H 0.16 -23.15 10.53 0.122
H 2.74 -25.73 6.56 0.092
C -0.12 -27.61 6.55 -0.140
H -2.94 -24.09 6.64 0.114
H -1.70 -25.18 6.10 0.121
C 0.13 -18.56 12.02 -0.204
B -4.51 -25.73 13.30 -0.315
N 4.38 -23.33 5.67 -0.343
H 0.91 -18.49 12.77 0.185
C -0.86 -22.83 10.31 0.052
F 0.62 -19.42 11.09 0.043
O -2.32 -24.61 9.54 -0.107
C 1.07 -27.10 6.07 0.015
O -2.42 -24.21 11.56 -0.068
N -1.00 -28.46 5.70 -0.358
C -2.61 -17.43 10.31 0.010
C 3.07 -22.00 8.90 -0.072
C -1.84 -23.91 10.48 -0.609
H -3.73 -19.86 12.46 0.110
N -0.65 -17.54 8.86 -0.319
C -2.18 -24.24 5.86 -0.045
H -4.13 -17.41 11.88 0.150
H -1.58 -28.42 10.96 0.077
H 0.57 -21.15 15.73 0.099
H 2.22 -20.13 9.28 0.092
H 3.31 -20.84 5.23 0.125
C 1.89 -26.32 6.88 -0.023
H 4.07 -23.82 8.17 0.115
H -3.80 -21.76 14.69 0.091
S -1.60 -22.31 14.84 0.653
C 3.15 -21.28 6.20 0.023
H -0.17 -22.08 18.66 0.085
H 2.07 -25.23 8.67 0.097
Hf -3.98 -25.95 10.78 2.062
C 0.31 -26.53 8.63 -0.101
O -3.19 -22.58 3.03 0.187
H -1.47 -27.48 8.27 0.085
H 1.36 -21.47 18.19 0.081
O -1.91 -22.13 4.78 0.144
H -2.82 -20.46 14.03 0.051
O -0.46 -22.07 13.95 -0.323
O -1.38 -21.48 16.24 -0.254
O -0.97 -16.58 8.19 0.143
H 0.06 -26.40 9.68 0.104
H -2.37 -21.20 11.18 0.098
C -3.41 -17.98 11.31 0.001
O -2.78 -24.17 4.58 0.075
H -1.39 -22.28 6.75 0.151
C -1.39 -16.89 12.07 -0.589
C -1.62 -18.20 9.72 -0.109
H -2.99 -21.94 13.01 0.056
H -5.23 -25.21 12.63 -0.044
C -1.21 -19.10 12.51 -0.089
H -1.10 -21.99 10.96 0.055
H -3.51 -25.27 13.58 0.014
H -4.24 -26.68 12.76 -0.064
O -1.89 -17.88 12.86 0.056
C -0.51 -27.26 7.84 -0.040
H -2.59 -16.35 10.23 0.138
B -2.30 -27.55 10.89 -0.337
O -1.93 -23.66 15.27 -0.275
H -2.18 -26.95 9.96 -0.053
O 4.78 -22.81 4.64 0.103
C 0.47 -21.98 17.79 -0.050
C -2.97 -21.54 14.02 -0.108
H -3.35 -27.91 10.82 -0.012
C -3.29 -19.35 11.61 -0.037
F -0.05 -23.08 5.47 0.076
C -2.36 -20.15 10.91 -0.162
O -1.55 -29.41 6.23 0.095
H -5.11 -25.89 14.26 0.038
C -1.48 -19.56 10.02 -0.018
H 3.12 -22.32 9.94 0.107
H -1.74 -19.72 11.79 -0.072
H -1.16 -19.63 13.46 0.128
H -0.07 -20.06 16.93 0.119
C 3.58 -22.88 7.96 -0.027
H 2.09 -19.50 6.91 0.107
H -0.67 -20.09 9.55 0.120
C 2.43 -20.84 8.48 -0.080
H -0.89 -22.44 9.29 0.096
C 2.58 -20.43 7.17 -0.045
C -0.04 -21.11 16.63 -0.252
O 0.45 -18.08 8.78 0.076
C -1.34 -22.90 5.85 -0.253
H -2.14 -26.86 11.76 0.036
O 4.71 -24.42 6.07 0.060
C 1.47 -25.97 8.16 -0.054
C -2.71 -22.91 4.07 -0.570
O -1.12 -28.09 4.56 0.109
H 0.89 -22.89 17.36 0.080
C 3.62 -22.52 6.62 -0.151
O -0.31 -17.34 11.43 0.118
H 1.39 -27.37 5.07 0.131
O -1.90 -15.83 11.88 0.203
```


# 3
Below is a molecular structure, C62H43CaIN7P at a distorted geometry, with properties calculated with ωB97M-V with the def2-TZVPD basis set.

E_HOMO (spin up / spin down)   -0.042 / -0.037 Ha
HOMO-LUMO gap (spin up / spin down)   4.6912 / 4.5631 eV
Total charge   -2
E_LUMO (spin up / spin down)   3.6 / 3.6 eV

XYZ file:
```
115
Properties=species:S:1:pos:R:3:lowdin_charge:R:1
C 1.46 -2.65 -2.74 -0.074
C -2.45 -7.02 2.12 -0.143
C 4.31 -0.20 -0.08 -0.228
C 0.54 3.87 3.38 -0.140
P 1.70 2.22 1.48 0.967
C -1.28 1.97 -1.93 -0.211
H -0.96 3.06 0.41 0.096
N -1.45 -1.13 1.14 -0.010
C 1.78 -0.65 -4.33 -0.014
C 5.68 -0.04 -0.44 -0.285
H 0.16 -0.93 3.16 0.000
C -1.08 4.23 -5.73 -0.075
C 5.05 1.47 3.71 -0.105
H -2.27 -2.78 3.88 0.072
C 1.38 -1.30 -3.11 -0.228
C 0.52 5.24 -4.16 -0.098
C 0.45 -4.74 -1.75 0.038
C -0.33 1.85 -2.97 -0.120
C 1.27 0.64 -4.33 -0.013
H 1.15 1.36 4.16 0.136
H 4.75 2.43 1.97 0.054
C 0.82 -3.32 -1.74 -0.254
H 4.77 -5.29 -6.35 0.146
C -0.79 3.51 1.44 -0.061
C 6.36 1.18 -0.13 -0.276
N -1.50 1.08 -0.89 -0.013
Ca 0.37 -0.36 -0.18 1.220
C -3.47 -4.51 1.83 -0.040
H 3.62 2.98 0.24 -0.015
C -0.39 -4.97 -0.61 0.043
C 2.30 1.24 4.04 -0.134
N 0.63 -0.35 -2.42 -0.044
C -1.56 -5.98 1.92 -0.055
H 2.28 3.90 -0.59 0.130
H -5.27 -5.38 2.11 0.020
H -2.00 -8.07 2.29 0.116
H -3.50 1.59 3.58 0.104
C -4.28 1.38 1.65 -0.216
H -0.57 -6.10 2.04 0.070
H -5.46 1.25 -0.13 0.107
N 3.18 -0.36 0.13 0.121
C -2.16 -2.12 3.10 -0.063
C 2.71 3.45 0.58 -0.284
H -3.90 -3.54 1.78 0.102
C -5.41 2.49 3.54 -0.060
C 3.69 -3.33 -3.66 -0.065
C 0.52 0.78 -3.13 -0.314
C -5.45 1.63 0.88 -0.045
H -2.54 3.81 -2.58 0.089
C 2.54 -4.87 -5.66 -0.142
H 2.59 0.39 5.95 0.112
C -1.85 4.27 1.97 -0.059
C 6.23 -1.13 -1.14 -0.281
C -1.62 4.86 3.18 -0.100
H -2.76 4.37 1.41 0.098
C -1.20 -3.54 1.22 -0.050
C -2.05 -4.64 1.74 -0.144
H -7.39 3.25 2.92 0.069
H -1.73 2.33 -5.16 0.130
C -0.37 -3.67 0.06 -0.285
H -5.41 2.75 4.60 0.093
C -3.13 0.68 1.00 -0.065
N 6.76 -2.08 -1.55 0.098
C -3.01 -1.08 2.77 0.027
H 1.01 -1.84 1.94 0.016
H 2.13 -5.76 -6.50 0.161
H -0.19 5.27 4.70 0.098
N 0.34 -2.73 -0.57 0.001
H -1.63 4.30 -6.61 0.066
H 1.46 1.40 -5.02 0.085
C -1.09 3.15 -4.86 -0.058
C -4.33 -5.50 2.12 -0.073
H -0.24 6.29 -6.13 0.140
C -0.27 3.01 -3.80 -0.276
H -3.87 -0.82 3.34 0.093
C -3.82 -6.88 2.16 -0.093
C 0.33 3.22 2.19 -0.384
C 2.33 -3.50 -3.78 -0.218
H -4.40 -7.83 2.41 0.104
H -2.24 5.59 3.66 0.096
I 0.95 -3.14 4.37 0.656
N 6.95 2.13 0.12 0.094
C -6.50 2.74 2.67 -0.147
C 4.22 2.01 2.74 -0.116
C -0.41 4.70 3.81 -0.120
C -4.33 1.81 2.94 -0.083
C -0.25 5.34 -5.32 -0.108
C 2.86 1.82 2.88 -0.378
H 0.88 -5.40 -2.40 0.058
H 1.07 4.05 -2.51 0.090
C 3.12 0.79 5.05 -0.129
H 2.36 -1.10 -5.08 0.076
H 5.34 0.16 5.65 0.178
C 1.75 -4.26 -4.70 -0.104
H 3.02 4.21 1.38 0.061
H 1.45 3.70 3.92 0.097
C 0.25 -1.86 2.71 -0.490
C -2.42 3.01 -1.86 0.007
H 6.15 1.55 3.70 0.111
C 4.51 -3.90 -4.66 -0.132
C -6.52 2.38 1.36 -0.116
H 1.21 6.04 -3.85 0.098
H -4.05 3.24 -0.57 0.101
C 4.50 0.79 4.80 -0.117
H 0.74 -4.58 -4.79 0.113
C -3.20 2.56 -0.82 -0.096
C -2.65 1.32 -0.28 -0.266
C -1.14 -2.26 2.08 -0.496
C -2.48 -0.48 1.54 -0.304
C 3.90 -4.62 -5.70 -0.192
H 5.89 -3.63 -4.49 0.195
H -0.92 -5.77 -0.44 0.027
H 4.21 -2.77 -2.74 0.146
H -7.45 2.59 0.80 0.102
C 0.51 4.05 -3.41 -0.015
```


# 4
Below is a single CH6P2S molecule at a distorted geometry, with properties calculated with ωB97M-V with the def2-TZVPD basis set.

E_HOMO   -0.318 Ha
HOMO-LUMO gap   9.3552 eV
Total charge   0
Relative energy (zero: lowest compared OMol25 entry of this formula, charge and spin)   108.7 kJ/mol
SMILES   [PH2]#[PH]CS
E_LUMO   0.7 eV

XYZ file:
```
10
Properties=species:S:1:pos:R:3:lowdin_charge:R:1
P -0.01 0.01 2.17 0.473
H -0.88 -1.06 2.36 -0.195
P -0.03 -0.88 0.16 0.489
H -0.79 1.47 -0.30 0.007
H 0.86 -0.18 -2.36 -0.194
S 0.45 1.08 -2.25 0.604
C -0.66 0.55 -0.90 -0.911
H -1.59 0.33 -1.27 -0.033
H 1.47 -0.95 -0.32 -0.052
H 1.19 -0.36 2.72 -0.188
```